[1]
{"formula": "C10H17N3OP", "method": "ωB97M-V with the def2-TZVPD basis set", "elements": ["P", "O", "N", "N", "N", "C", "C", "C", "C", "C", "C", "C", "C", "C", "C", "H", "H", "H", "H", "H", "H", "H", "H", "H", "H", "H", "H", "H", "H", "H", "H", "H"], "positions_angstrom": [[1.0126, 1.4054, -2.2768], [-1.1253, -2.1611, -1.3725], [-0.4164, -0.6971, -2.9502], [1.0550, 0.6355, 2.7034], [-0.3215, 0.7550, -3.0765], [2.3623, 0.1494, -2.0249], [-1.1878, -1.0591, -1.8201], [0.6490, 0.2138, 5.0284], [1.1972, 0.9502, 3.9889], [-0.0940, -0.9127, 4.7129], [0.3392, -0.4510, 2.4190], [0.5697, 2.1216, -0.5918], [-2.1202, -0.0547, -1.2010], [-0.2554, -1.2549, 3.3811], [-1.2137, -1.1589, -4.1260], [0.9717, 3.1274, -0.5567], [3.2467, 0.5129, -2.5313], [0.7998, 0.5164, 6.0563], [0.2424, -0.6828, 1.3627], [-2.9113, -0.5876, -0.6840], [-2.1661, -1.5810, -3.8036], [-1.4677, -0.2712, -4.6946], [-1.5832, 0.5326, -0.4637], [1.7826, 1.8422, 4.1883], [2.6568, 0.0226, -0.9791], [-0.6577, -1.8504, -4.7538], [2.0973, -0.8396, -2.3887], [-0.8278, -2.1250, 3.0901], [-2.5618, 0.5991, -1.9417], [0.9720, 1.5784, 0.2786], [-0.5409, -1.5149, 5.4948], [-0.5037, 2.2394, -0.4675]], "lowdin_charge": [0.674, 0.040, -0.246, 0.064, -0.372, -0.339, -0.581, -0.090, -0.160, -0.096, -0.135, -0.357, -0.038, -0.068, -0.096, -0.017, -0.016, 0.093, 0.106, 0.067, 0.068, 0.051, 0.039, 0.100, 0.005, 0.059, 0.004, 0.103, 0.065, -0.017, 0.098, -0.008], "fmax_ev_per_a": 2.59, "homo_ev": -2.00, "homo_lumo_gap_ev": 4.81, "charge": -1}



[2]
{"formula": "C5H14N2", "method": "ωB97M-V with the def2-TZVPD basis set", "elements": ["N", "N", "C", "C", "C", "C", "C", "H", "H", "H", "H", "H", "H", "H", "H", "H", "H", "H", "H", "H", "H"], "positions_angstrom": [[1.6699, 0.5545, -1.2516], [-1.5332, -1.2976, 0.0459], [1.4805, 1.4373, 1.8717], [-2.6687, -0.7615, -0.7732], [0.9649, 0.2123, 1.0380], [-0.2206, -1.0413, -0.7082], [0.4796, 0.2167, -0.3454], [-1.4196, -0.6970, 0.9011], [1.8105, -0.4998, 0.9440], [-0.4569, -1.0363, -1.7337], [2.4194, 1.0712, 2.3639], [-2.6359, 0.3369, -0.9569], [1.9685, -0.1955, -1.7688], [1.4047, 1.3802, -1.8392], [1.5991, 2.2955, 1.2765], [-0.3057, 0.9972, -0.6630], [0.3488, -0.3815, 1.7025], [-2.5753, -1.2195, -1.8071], [-3.6763, -1.0274, -0.5511], [0.9784, 1.6336, 2.8629], [0.3677, -1.9780, -0.6081]], "lowdin_charge": [0.054, -0.095, -0.079, -0.148, -0.245, -0.229, -0.425, 0.088, 0.119, 0.083, 0.075, 0.073, 0.017, 0.088, 0.041, 0.156, 0.093, 0.086, 0.048, 0.076, 0.125], "fmax_ev_per_a": 4.30, "homo_ev": -8.97, "homo_lumo_gap_ev": 10.03, "smiles": "CC[C@@H](N)CNC", "relative_energy_kcal_mol": 49.3}



[3]
{"formula": "C5H7NO", "method": "ωB97M-V with the def2-TZVPD basis set", "elements": ["O", "N", "C", "C", "C", "C", "C", "H", "H", "H", "H", "H", "H", "H"], "positions_angstrom": [[0.0830, -2.1889, -0.8334], [1.5625, -0.8382, 0.0117], [0.3385, -1.0340, -0.5081], [-0.4327, 0.2664, -0.4893], [0.5778, 1.1940, 0.1511], [1.7030, 0.5179, 0.4362], [-1.7542, 0.0930, 0.2588], [-0.6311, 0.5538, -1.5291], [-2.3595, -0.6719, -0.2354], [2.6056, 0.9116, 0.8918], [-1.5756, -0.2256, 1.2909], [-2.3162, 1.0298, 0.2791], [1.7782, -1.8690, -0.0682], [0.3933, 2.2489, 0.3314]], "lowdin_charge": [0.038, 0.089, -0.497, -0.272, -0.059, -0.069, -0.048, 0.156, 0.084, 0.111, 0.091, 0.078, 0.190, 0.107], "fmax_ev_per_a": 2.87, "homo_ev": -8.70, "homo_lumo_gap_ev": 9.66, "smiles": "C[C@H]1C=CNC1=O", "relative_energy_kcal_mol": 26.0}